115
Properties=species:S:1:pos:R:3:lowdin_charge:R:1 method="wB97M-V/def2-TZVPD" energy_ha=-4327.1131 de_lowest_kj_mol=226.5 total_charge=-1 multiplicity=1 e_homo_ev=-4.454
Hf -0.008 2.320 -0.670 1.326
C -1.122 -0.484 -2.245 -0.112
N 0.228 0.035 -1.964 -0.250
C 1.086 -1.050 -1.389 -0.225
C 0.794 0.399 -3.288 -0.244
C 0.220 1.700 -3.859 -0.238
N -0.457 2.516 -2.849 -0.129
C -1.281 3.483 -3.358 -0.194
C -2.309 4.000 -2.557 -0.159
F -2.397 3.519 -1.289 0.051
C -3.210 4.949 -2.959 -0.218
F -4.154 5.360 -2.090 0.080
C -3.173 5.478 -4.237 0.050
C -2.170 5.003 -5.053 -0.221
F -2.050 5.498 -6.302 0.072
C -1.252 4.054 -4.645 -0.139
F -0.264 3.756 -5.520 0.068
H -1.066 -1.369 -2.892 0.102
H -1.704 0.294 -2.738 0.093
H -1.628 -0.739 -1.325 0.031
H 1.867 -1.287 -2.116 0.111
H 0.490 -1.963 -1.285 0.097
H 2.468 -1.632 0.049 0.036
H 0.604 -0.426 -3.988 0.122
H 1.869 0.497 -3.175 0.049
H -0.493 1.461 -4.656 0.115
H 1.047 2.238 -4.329 0.108
H -3.871 6.230 -4.566 0.125
S 1.526 1.885 1.275 0.227
P 0.647 -0.918 1.455 1.019
C 1.787 -0.788 -0.046 -0.539
P 2.893 0.764 -0.179 0.389
S 2.487 2.283 -1.542 0.376
C 4.151 -0.186 -1.389 -0.296
C 4.841 0.534 -2.369 -0.134
C 5.828 -0.038 -3.161 -0.093
C 6.172 -1.372 -3.006 -0.110
C 5.519 -2.113 -2.035 -0.098
C 4.537 -1.525 -1.245 -0.125
C 4.322 1.070 0.971 -0.348
C 4.615 2.404 1.260 -0.132
C 5.697 2.731 2.058 -0.084
C 6.484 1.727 2.615 -0.101
C 6.196 0.403 2.336 -0.090
C 5.138 0.079 1.495 -0.092
C 0.106 -2.713 1.352 -0.332
C -0.921 -3.013 0.450 -0.121
C -1.507 -4.266 0.376 -0.088
C -1.105 -5.271 1.243 -0.097
C -0.132 -4.988 2.188 -0.092
C 0.463 -3.732 2.242 -0.092
C 1.958 -1.076 2.754 -0.399
C 1.909 -0.239 3.864 -0.119
C 2.854 -0.339 4.875 -0.078
C 3.863 -1.287 4.797 -0.095
C 3.928 -2.130 3.696 -0.101
C 2.988 -2.014 2.683 -0.150
H 4.602 1.576 -2.524 0.035
H 6.327 0.570 -3.906 0.097
H 6.935 -1.825 -3.627 0.093
H 5.772 -3.155 -1.881 0.095
H 4.094 -2.162 -0.490 0.080
H 3.977 3.178 0.854 0.070
H 5.920 3.771 2.261 0.098
H 7.317 1.980 3.258 0.093
H 6.800 -0.388 2.763 0.099
H 4.959 -0.958 1.253 0.084
H -1.314 -2.228 -0.181 0.067
H -2.313 -4.440 -0.326 0.096
H -1.568 -6.249 1.202 0.097
H 0.169 -5.746 2.900 0.097
H 1.199 -3.549 3.010 0.085
H 1.133 0.513 3.914 0.083
H 2.809 0.333 5.722 0.100
H 4.606 -1.359 5.582 0.098
H 4.718 -2.867 3.619 0.103
H 3.054 -2.680 1.829 0.102
C 0.223 5.436 0.620 -0.111
C 0.195 4.688 -0.708 -0.497
O 0.298 5.344 -1.736 -0.064
H 0.479 6.488 0.476 0.064
H 0.932 4.947 1.293 0.043
H -0.764 5.350 1.083 0.058
C -5.361 -4.344 -1.878 -0.053
C -4.975 -3.741 -0.551 -0.253
C -4.992 -4.531 0.593 -0.075
C -4.611 -4.002 1.818 -0.085
C -4.207 -2.684 1.909 -0.038
C -4.212 -1.871 0.778 -0.205
N -3.762 -0.545 0.831 0.116
C -3.885 0.326 1.895 -0.165
C -4.865 0.143 2.880 -0.033
C -4.991 1.031 3.928 -0.083
C -4.157 2.142 4.031 -0.091
C -3.212 2.351 3.050 -0.012
C -3.062 1.468 1.981 -0.051
C -2.039 1.806 0.966 -0.573
O -1.324 2.834 1.106 -0.144
O -1.849 1.085 -0.073 -0.156
C -4.600 -2.396 -0.463 -0.163
C -4.601 -1.511 -1.685 -0.019
H -5.529 -5.415 -1.773 0.071
H -4.583 -4.192 -2.627 0.082
H -6.278 -3.897 -2.268 0.080
H -5.290 -5.569 0.517 0.103
H -4.595 -4.629 2.701 0.103
H -3.850 -2.288 2.849 0.118
H -3.134 -0.218 0.109 0.092
H -5.536 -0.702 2.808 0.106
H -5.761 0.858 4.669 0.100
H -4.255 2.833 4.856 0.096
H -2.554 3.208 3.082 0.121
H -4.804 -0.477 -1.410 0.088
H -5.355 -1.829 -2.402 0.071
H -3.637 -1.528 -2.202 0.073